ORCA calculation (wB97M-V/def2-TZVPD) on 9 unconnected molecules or ions with the total composition C48H48N6O21 in a non-equilibrium geometry.

Results
2S+1	1
SMILES	O=[N+]([O-])c1ccccc1.O=[N+]([O-])c1ccccc1.O=[N+]([O-])c1ccccc1.O=[N+]([O-])c1ccccc1.O=[N+]([O-])c1ccccc1.O=[N+]([O-])c1ccccc1.C[C@H]1COC(=O)O1.C[C@H]1COC(=O)O1.C[C@H]1COC(=O)O1
E_HOMO	-10.00	eV
DFT total energy	-3765.91686	Eh

```
123
Properties=species:S:1:pos:R:3:forces:R:3
O 18.444359 -24.016803 -6.734613 0.6 1.3 -0.5
N 18.402605 -22.788272 -6.771027 0.4 -0.8 0.0
O 17.471634 -22.168564 -6.286220 0.3 0.5 -0.3
C 19.544704 -21.987963 -7.440815 0.0 -1.4 1.0
C 20.564417 -22.684739 -8.088220 -0.8 -0.7 -0.3
C 21.557572 -21.999777 -8.745446 0.3 0.9 0.0
C 21.577186 -20.594988 -8.695951 -0.8 -0.9 0.5
C 20.580797 -19.947094 -7.971316 0.1 0.7 0.4
C 19.583607 -20.633461 -7.254343 0.2 -0.2 -1.3
H 20.514661 -23.761392 -8.176770 -0.1 0.0 0.2
H 22.322298 -22.520317 -9.307924 -0.1 -0.1 0.1
H 22.350262 -20.047888 -9.210236 0.0 0.2 -0.1
H 20.589616 -18.859868 -7.957030 -0.1 -0.1 0.1
H 18.769969 -20.200647 -6.710428 0.0 0.6 0.2
O 18.932178 -19.755765 -2.795910 1.8 1.2 0.7
N 19.902325 -19.179769 -2.252082 -1.0 -0.8 0.2
O 20.381929 -19.546405 -1.176350 -0.5 0.9 -1.9
C 20.475538 -17.941334 -2.965571 -0.4 -1.3 1.0
C 21.425312 -17.215809 -2.287661 0.1 -0.1 -0.3
C 21.994929 -16.125259 -2.963374 0.0 -0.5 1.1
C 21.571697 -15.768129 -4.213706 -0.7 -0.3 -0.6
C 20.579088 -16.538045 -4.850222 0.5 0.9 -0.5
C 20.046505 -17.639360 -4.243247 -0.4 -0.9 0.0
H 21.707174 -17.575351 -1.303169 0.1 0.4 -0.1
H 22.769536 -15.560464 -2.478266 0.2 0.2 0.2
H 22.013289 -14.900543 -4.685233 -0.1 -0.1 -0.2
H 20.223310 -16.307420 -5.845823 0.1 0.2 -0.1
H 19.363804 -18.301112 -4.783373 0.1 0.3 0.4
O 9.558131 -12.128560 -1.227548 0.9 -2.5 -0.6
N 10.138775 -13.170030 -1.604488 -0.2 0.3 0.7
O 9.874730 -14.334371 -1.244344 0.3 2.4 -0.8
C 11.322146 -12.961029 -2.521536 0.1 1.0 -0.3
C 11.726364 -11.631202 -2.801625 -0.7 -1.5 0.4
C 12.803840 -11.438949 -3.660115 -0.2 0.5 0.3
C 13.446726 -12.517549 -4.211383 -0.3 -1.5 -0.2
C 13.012068 -13.839416 -3.958257 0.3 1.7 -0.4
C 11.945409 -14.047604 -3.134650 -1.1 0.0 0.8
H 11.105155 -10.858018 -2.372766 0.3 0.2 0.0
H 13.156248 -10.451365 -3.948340 -0.3 0.0 0.2
H 14.207672 -12.339193 -4.946508 0.4 0.0 -0.1
H 13.417194 -14.677055 -4.472729 0.5 -0.4 -0.3
H 11.520551 -15.031549 -3.039223 0.0 -0.2 0.3
O 15.673285 -17.898805 -11.216796 -0.4 0.0 -0.1
N 14.733404 -18.149186 -10.490368 1.5 -2.0 -0.3
O 14.201754 -17.370772 -9.759646 -1.0 1.0 0.8
C 14.301647 -19.616373 -10.418635 1.5 2.0 -0.3
C 13.220313 -19.927107 -9.694284 -1.5 0.1 0.2
C 12.664014 -21.184590 -9.856626 -1.3 0.9 1.2
C 13.204614 -22.160422 -10.643226 0.8 0.5 -0.4
C 14.413193 -21.820043 -11.254476 0.3 0.4 -0.3
C 14.991313 -20.535639 -11.133756 -1.1 -1.8 -0.8
H 12.716591 -19.117484 -9.192173 -0.2 -0.1 0.3
H 11.689655 -21.263807 -9.407488 -0.2 -0.6 0.2
H 12.632938 -23.063600 -10.821797 0.4 -0.1 -0.1
H 14.872900 -22.478099 -11.966373 0.2 -0.4 0.0
H 15.809362 -20.256911 -11.741445 0.8 0.2 -0.3
O 21.241121 -22.715114 -13.114316 -0.2 1.7 0.3
N 20.640101 -21.829973 -12.500761 -0.7 -1.1 0.7
O 20.875804 -20.634420 -12.453088 0.3 -1.1 -0.5
C 19.469786 -22.325781 -11.658756 0.1 0.9 0.2
C 18.841545 -21.393758 -10.834567 0.9 0.4 -1.0
C 17.791473 -21.803993 -10.077279 -0.3 -1.9 0.3
C 17.464651 -23.175142 -10.054700 0.0 1.2 -0.1
C 18.130282 -24.076709 -10.835207 0.0 -1.1 0.0
C 19.138841 -23.664560 -11.677352 1.4 1.3 -0.2
H 19.235556 -20.389303 -10.819531 -0.2 0.2 0.0
H 17.260282 -21.159395 -9.436410 -0.4 0.9 0.6
H 16.696424 -23.550180 -9.417611 -0.5 0.0 0.4
H 17.856921 -25.117084 -10.717657 0.2 -0.1 -0.3
H 19.879268 -24.183439 -12.255318 -0.5 -1.2 -0.3
O 10.958695 -12.372248 -6.426149 -2.2 -0.6 1.3
N 10.029581 -12.982884 -5.879415 -1.0 -0.6 0.4
O 8.996972 -12.550971 -5.302987 2.9 0.2 -1.5
C 10.078415 -14.495905 -5.915388 0.8 0.4 -0.8
C 11.001803 -15.105695 -6.756184 0.0 -0.5 0.1
C 11.066773 -16.496116 -6.818466 1.0 0.9 -0.3
C 10.255500 -17.261986 -6.030226 -0.9 -0.4 0.2
C 9.255825 -16.655083 -5.285276 0.1 1.3 0.5
C 9.186490 -15.241827 -5.181846 -0.2 -1.0 -0.3
H 11.704738 -14.567752 -7.353484 0.1 0.6 -0.2
H 11.822646 -16.933748 -7.471543 -0.2 0.0 0.2
H 10.359317 -18.338651 -6.024908 -0.1 0.0 -0.1
H 8.541816 -17.255899 -4.753372 -0.1 -0.1 0.3
H 8.452477 -14.709517 -4.598847 -0.1 -0.2 0.2
C 15.381703 -15.101474 -1.855923 0.9 0.9 0.0
C 16.565149 -16.034080 -1.727626 -1.5 -0.6 -1.1
C 17.960338 -15.459771 -1.497012 -0.5 -1.1 0.1
O 18.489411 -16.497822 -0.587481 1.1 2.3 -1.1
C 17.492447 -17.114756 0.008805 -1.0 -2.2 1.4
O 17.630889 -17.821823 0.976618 -0.3 0.8 -0.9
O 16.322673 -16.951192 -0.663313 1.0 0.5 1.0
H 15.328241 -14.392521 -1.018705 -0.1 -0.2 -0.1
H 14.442143 -15.620976 -1.962419 -0.1 -0.4 0.1
H 15.538713 -14.535486 -2.777154 -0.1 0.2 0.0
H 16.546383 -16.657353 -2.631682 0.3 0.1 0.0
H 17.918871 -14.444759 -1.053951 0.4 -0.7 0.1
H 18.524266 -15.508215 -2.441413 0.1 0.3 0.6
C 14.828783 -17.465534 -5.353230 -0.4 1.5 0.6
C 16.080538 -18.098963 -5.846895 0.4 0.0 1.1
C 15.964904 -18.863327 -7.123035 0.0 -0.6 -0.5
O 17.182753 -18.556967 -7.869484 -1.4 0.3 1.3
C 17.687140 -17.453618 -7.259720 4.6 1.2 -3.7
O 18.671882 -16.878148 -7.769145 -2.6 -1.4 1.7
O 17.124235 -17.112706 -6.148580 -1.4 -0.2 1.1
H 14.482839 -16.668810 -6.007545 0.0 0.0 -0.5
H 14.970333 -16.963997 -4.383470 0.1 -0.4 -0.1
H 14.009431 -18.162861 -5.208738 0.1 -0.3 -0.1
H 16.438224 -18.745934 -5.045466 0.4 0.1 -0.1
H 15.080127 -18.565794 -7.677119 0.0 0.1 -0.4
H 15.915043 -19.918108 -6.879809 0.1 -0.3 -0.4
C 13.594708 -22.783244 -3.277733 -1.4 -1.0 -1.0
C 14.620694 -22.110268 -2.509780 1.5 0.3 1.1
C 15.812980 -21.602863 -3.335544 -0.7 -0.2 0.2
O 15.494657 -20.192834 -3.468972 1.0 -1.2 -0.3
C 14.574606 -19.884266 -2.558221 -0.2 4.1 0.6
O 14.298593 -18.716241 -2.324503 0.0 -1.8 -0.4
O 14.054303 -20.917932 -1.958364 -0.3 -0.4 0.5
H 12.843016 -23.179052 -2.586453 -0.2 0.2 -0.4
H 14.001082 -23.620349 -3.842662 0.1 -0.1 0.0
H 13.174474 -22.070695 -4.008344 -0.1 -0.4 0.3
H 14.949303 -22.672161 -1.639353 0.1 -0.3 -0.1
H 15.798908 -22.058265 -4.316592 0.3 0.0 -0.2
H 16.752872 -21.820185 -2.817605 0.0 0.7 -0.3
```
Positions in Å, forces in eV/Å.

---

ORCA calculation (wB97M-V/def2-TZVPD) on a molecular structure, C2H10O3 in a non-equilibrium geometry.

Results
2S+1	1
E_HOMO	-9.43	eV
DFT total energy	-307.58779	Eh

```
15
Properties=species:S:1:pos:R:3:forces:R:3
C 1.005830 0.341316 0.358534 -0.2 -1.5 2.8
O -2.018373 0.364965 1.249765 -0.1 0.0 -0.5
C 0.356245 -0.982894 0.579490 -0.5 1.3 -1.5
H 1.516705 0.682085 1.270252 0.3 0.0 -0.5
H 0.298230 1.055548 -0.078011 -0.7 0.7 -1.4
H -2.877336 -0.051663 1.373676 0.0 0.1 -0.1
H 1.167624 -1.720883 0.507142 -0.2 -0.3 0.7
H -0.300681 -1.006892 1.479590 0.5 -0.1 -0.2
H 1.774583 0.383049 -0.506120 0.5 -0.9 -1.7
H -0.265331 -1.078170 -0.316356 -0.2 -0.6 0.4
H 2.465115 -0.723459 -2.270676 0.0 0.1 0.0
O 2.084752 -1.054516 -1.438065 -0.2 1.5 1.0
H -1.856576 1.841898 -1.481535 0.2 -0.1 0.4
H -1.909026 0.769192 0.176617 -0.1 -0.3 1.1
O -1.441761 1.180426 -0.904303 0.5 0.1 -0.4
```
Positions in Å, forces in eV/Å.

---

ORCA calculation (wB97M-V/def2-TZVPD) on a single C7H6 molecule in a non-equilibrium geometry.

Results
2S+1	1
E_HOMO (spin up / spin down)	-7.63 / -7.32	eV
DFT total energy	-270.14933	Eh

```
13
Properties=species:S:1:pos:R:3:forces:R:3
C 1.434243 1.125452 -0.106343 -0.6 2.5 1.0
C 0.055590 1.179391 -0.022489 2.1 -0.7 0.4
C 1.404910 -1.273825 0.077777 -2.1 -0.2 -1.4
C 2.160040 -0.070494 0.029491 0.3 -0.3 0.5
C -0.686321 -0.032432 -0.018941 0.3 -0.8 -0.8
C -2.009091 0.133663 0.016190 -0.1 -2.2 -0.2
C 0.025445 -1.286870 -0.122857 1.0 0.0 0.9
H 2.035874 2.071331 0.058318 -0.9 -0.9 -0.8
H -0.605296 1.983319 0.168535 0.3 1.5 0.0
H 1.971453 -2.178033 0.093489 0.0 -0.7 0.1
H -2.802600 -0.587631 -0.064688 0.2 -0.7 0.0
H -2.352681 1.083852 0.133397 -1.0 2.7 0.3
H -0.631563 -2.147726 -0.241875 0.5 -0.3 0.1
```
Positions in Å, forces in eV/Å.

---

ORCA calculation (wB97M-V/def2-TZVPD) on a molecular structure, C33H41N5Sc in a non-equilibrium geometry.

Results
net charge	-1
2S+1	1
E_HOMO	-1.70	eV
DFT total energy	-2316.55854	Eh

```
80
Properties=species:S:1:pos:R:3:forces:R:3
Sc 0.167549 -0.422540 0.385357 2.0 2.4 1.6
N 0.924517 -3.538039 4.948313 -0.6 -0.8 1.0
N 0.161277 -1.852444 -1.158516 0.1 -0.1 -1.4
C 1.018671 1.820663 0.056554 -0.9 0.1 0.7
C 2.124414 0.977535 0.366213 -1.0 -0.8 0.6
C 2.183080 0.820616 1.823619 0.7 0.1 0.1
C 3.225218 0.295175 2.556169 -0.4 0.8 -0.4
H 4.089016 -0.100738 2.029561 0.0 0.0 0.3
H 2.913599 -2.003449 4.166488 0.0 -0.1 -0.3
H 3.187641 0.323488 3.641588 0.1 -0.3 -0.3
C 0.940000 1.390065 2.334439 0.2 -0.6 -1.1
C 0.680892 1.506437 3.783346 -0.2 0.0 0.5
H 1.381271 2.229242 4.236125 -0.1 -0.1 0.1
H 0.840322 0.544055 4.293253 0.0 0.2 0.0
H -0.341739 1.844970 4.001948 0.2 0.0 0.0
C 0.295861 2.078274 1.283933 1.0 -0.5 -0.9
C -0.737446 3.132715 1.467882 -0.4 0.1 0.1
H -1.546223 2.794891 2.133031 0.1 0.1 -0.1
H -1.178163 3.436711 0.511045 0.0 0.0 0.2
H -0.297287 4.036644 1.928206 -0.1 -0.3 -0.1
C 3.170374 0.483506 -0.563522 0.4 0.0 -0.3
H 4.026663 1.175839 -0.625063 0.0 -0.2 0.0
H 2.782226 0.349121 -1.584716 0.1 0.0 0.2
H 3.560580 -0.486108 -0.220309 0.0 0.2 -0.1
C 0.805179 2.520251 -1.240406 0.0 0.3 -0.3
H -0.255493 2.768754 -1.389880 0.2 0.0 -0.1
H 1.119415 1.892753 -2.085187 -0.1 0.2 0.1
H 1.384038 3.462257 -1.291110 -0.1 -0.2 0.0
C -0.109084 -4.327893 5.190349 -0.3 0.3 -1.0
H -0.281019 -4.623447 6.235351 0.1 0.2 -0.3
C -1.023543 -4.773652 4.202337 -0.1 -0.2 1.0
H -1.883613 -5.373504 4.497274 0.2 0.1 -0.1
C -0.764261 -4.428738 2.868404 0.7 0.5 -0.5
H -1.465895 -4.712365 2.078275 0.3 0.0 0.1
C 0.377331 -3.708750 2.568001 -0.8 -0.6 -0.1
H 0.688437 -3.495750 1.536981 -0.3 -0.1 0.3
C 1.233296 -3.236986 3.638822 1.3 1.2 -0.7
C 2.323834 -2.424753 3.360107 -1.1 -1.0 0.1
H 2.579369 -2.264379 2.316826 0.1 0.2 0.3
C -0.040490 -0.632493 -1.740202 0.6 -1.5 -0.4
C 0.510075 -2.772226 -2.150067 -0.2 1.0 0.2
H 0.642716 -3.815402 -1.932504 0.2 -0.1 0.0
C 0.575892 -2.106756 -3.334210 -0.6 -0.1 0.3
H 0.764540 -2.471187 -4.327023 0.0 0.0 0.0
N 0.202697 -0.783092 -3.079417 0.1 -0.7 0.6
C 0.099165 0.280173 -4.006865 0.2 0.6 -0.3
C 1.162764 0.567199 -4.879842 -0.7 0.4 0.2
C 1.060178 1.712791 -5.676208 -0.3 0.1 0.1
H 1.871165 1.962795 -6.363133 -0.1 -0.1 0.2
C -0.034554 2.574679 -5.585609 -0.2 -0.3 0.1
C -0.114126 3.828542 -6.408828 0.0 0.2 -0.2
H -0.601933 4.636600 -5.846112 0.2 -0.2 -0.2
H -0.700379 3.668742 -7.325591 0.1 0.0 0.2
H 0.888317 4.156926 -6.706784 -0.2 0.0 0.0
C -1.081309 2.251550 -4.719511 0.3 -0.3 0.0
H -1.953668 2.901758 -4.641466 0.2 -0.1 0.0
C -1.033261 1.106514 -3.926320 0.4 -0.1 -0.5
C -2.151552 0.792818 -2.992930 -0.6 0.5 0.6
H -2.596352 -0.199227 -3.139746 0.2 0.1 -0.1
H -2.941581 1.544522 -3.111669 0.0 -0.2 -0.1
H -1.815269 0.845075 -1.945013 -0.1 0.0 -0.6
C 2.414304 -0.244085 -4.901643 0.6 -0.1 -0.3
H 2.251416 -1.272784 -5.240125 0.1 0.2 0.1
H 2.904191 -0.272647 -3.918413 -0.2 -0.1 -0.1
H 3.120535 0.226476 -5.596154 -0.1 -0.2 0.1
C -2.704033 -1.583440 4.831297 -0.3 -0.2 0.8
C -2.619659 -0.963754 3.502757 0.1 0.3 -0.7
C -3.525018 -0.263687 2.707385 -0.2 0.2 0.1
C -2.846234 0.102435 1.540703 1.5 -1.2 0.9
N -1.585788 -0.401143 1.605044 -1.5 0.1 0.8
N -1.478477 -1.021063 2.813387 -0.6 0.5 -0.5
C -3.295527 0.891574 0.381746 -0.5 0.6 -0.6
H -3.732210 -1.503692 5.197915 0.2 0.0 0.0
H -2.421714 -2.645738 4.788734 0.0 0.2 0.0
H -2.035788 -1.078487 5.547835 -0.2 -0.2 -0.2
H -4.552595 -0.022087 2.937887 0.1 -0.1 0.1
H -0.613553 -1.451069 3.135656 0.1 -0.1 -0.2
H -3.404472 0.281016 -0.526633 0.1 0.1 0.3
H -4.276784 1.336446 0.599458 0.2 -0.2 -0.1
H -2.611899 1.724979 0.151101 -0.1 -0.4 0.1
```
Positions in Å, forces in eV/Å.

---

Taking the records one at a time from the top gives energy above the lowest of the compared OMol25 structures with the same formula, charge and spin values of 0.000; 8.662; 2.361; 0.000 eV.